Formula: C24H18N5O6S4Ta
Source: OMol25
Level of theory: ωB97M-V/def2-TZVPD

Last column: Mulliken charge in e.
Atoms and positions in Å:
Ta -0.494 -1.932 -0.146  2.1960
O -2.426 -5.186 -1.646  -0.5300
C -1.841 -4.153 -1.640  0.2891
O -1.683 -3.355 -0.553  -0.8535
C -1.118 -3.554 -2.807  0.6256
C -1.505 -3.803 -4.106  -0.7680
C -0.828 -3.144 -5.120  -0.3694
C 0.217 -2.297 -4.790  -0.8480
C 0.536 -2.111 -3.458  -0.1716
N -0.120 -2.727 -2.474  0.1799
H -2.324 -4.482 -4.294  0.5074
H -1.121 -3.280 -6.153  0.4348
H 0.774 -1.767 -5.549  0.4448
H 1.327 -1.430 -3.169  0.4155
C 4.791 1.363 3.362  -1.4684
C 3.886 0.213 3.024  0.9295
C 4.402 -1.063 2.806  -0.7587
C 3.580 -2.110 2.432  -0.7156
C 2.217 -1.871 2.274  0.2459
C 1.667 -0.621 2.539  -0.4215
C 2.510 0.410 2.912  -0.7616
S 1.235 -3.179 1.670  1.3213
O -0.213 -2.762 1.836  -0.6933
O 1.672 -4.385 2.280  -0.7224
N 1.216 -3.197 0.054  -0.4167
C 2.405 -2.702 -0.648  -0.7542
C 2.276 -1.187 -0.829  0.6288
O 3.129 -0.462 -1.228  -0.6102
O 1.014 -0.781 -0.504  -0.3736
H 5.781 1.020 3.655  0.3670
H 4.377 1.966 4.170  0.3769
H 4.901 2.016 2.493  0.3037
H 5.463 -1.238 2.929  0.3497
H 3.983 -3.103 2.284  0.5498
H 0.600 -0.450 2.479  0.5750
H 2.088 1.388 3.110  0.4661
H 2.449 -3.144 -1.643  0.3510
H 3.341 -2.926 -0.141  0.3810
N -2.046 0.221 1.862  -0.6807
C -1.557 -0.541 1.147  0.4776
S 0.057 4.853 -0.545  -0.3318
C -0.804 3.467 -0.824  0.1411
S -0.094 2.046 -1.503  -0.0513
C -1.585 1.184 -1.310  0.1958
N -2.541 1.890 -0.825  -0.7018
N -2.107 3.168 -0.565  0.6590
C -3.060 4.018 0.087  0.3808
C -3.169 5.353 -0.263  -0.5117
C -4.118 6.140 0.374  -0.5898
C -4.948 5.596 1.343  -0.4492
C -4.826 4.254 1.680  -0.6190
C -3.880 3.457 1.055  -0.1575
S -1.839 -0.482 -1.793  -0.3303
H -2.524 5.773 -1.020  0.3827
H -4.206 7.184 0.105  0.3579
H -5.688 6.214 1.833  0.3779
H -5.464 3.821 2.439  0.3694
H -3.765 2.413 1.314  0.3788

The LUMO energy is -0.0525 hartree. Its spin multiplicity is 1. Its calculated total energy is -3300.5136 a.u. As for the total charge: 0. The HOMO energy is -7.7 eV. The energy relative to the best compared isomer or geometry (same formula, charge and spin) is 0.5544 eV. The value obtained for the frontier orbital gap is 6.3 eV.

=====

Formula: C24H19AsCaO4
Source: OMol25
Level of theory: ωB97M-V/def2-TZVPD

Last column: Mulliken charge in e.
Atoms and positions in Å:
Ca 0.018 -0.146 -2.415  2.6078
O 0.016 3.043 -2.406  -0.0698
C 0.017 1.924 -2.498  -0.2872
C 0.023 -2.208 -2.495  -0.3291
O 0.028 -3.325 -2.404  -0.0764
C 2.093 -0.137 -2.643  -0.1440
O 3.216 -0.138 -2.626  -0.0737
C -2.049 -0.146 -2.639  -0.2563
O -3.173 -0.150 -2.632  -0.0566
C 0.020 0.517 -4.964  -0.5561
H -0.923 1.122 -5.000  0.3955
H 0.961 1.125 -5.001  0.3872
C 0.023 -0.803 -4.964  -0.5895
H 0.965 -1.407 -5.000  0.4022
H -0.919 -1.411 -5.000  0.3902
C -0.765 4.025 2.945  -0.5348
C 0.227 4.001 1.968  -0.7514
C 0.448 2.847 1.221  -0.2440
C -0.321 1.694 1.452  0.2499
C -1.324 1.734 2.432  -0.3643
C -1.532 2.896 3.169  -0.6328
As 0.006 0.185 0.287  0.6168
C 1.830 -0.411 0.876  0.5568
C 2.336 -1.593 0.348  0.1529
C 3.600 -2.029 0.715  -0.7631
C 4.378 -1.280 1.592  -0.5956
C 3.876 -0.092 2.098  -0.6407
C 2.609 0.351 1.737  -0.3737
C -1.524 -1.008 0.794  0.0998
C -1.278 -2.219 1.420  -0.3870
C -2.355 -3.037 1.736  -0.5574
C -3.652 -2.660 1.426  -0.5431
C -3.880 -1.445 0.788  -0.8738
C -2.819 -0.613 0.462  -0.1138
H -0.937 4.946 3.530  0.3892
H 0.845 4.899 1.779  0.3817
H 1.227 2.841 0.442  0.4102
H -1.952 0.842 2.621  0.3100
H -2.329 2.913 3.941  0.3788
H 1.726 -2.214 -0.352  0.1432
H 3.995 -2.984 0.308  0.3931
H 5.381 -1.631 1.884  0.4011
H 4.484 0.509 2.804  0.3952
H 2.228 1.302 2.168  0.3861
H -0.249 -2.518 1.663  0.4005
H -2.165 -4.005 2.247  0.4005
H -4.501 -3.321 1.684  0.4012
H -4.918 -1.138 0.540  0.4040
H -3.009 0.354 -0.041  0.7602

The LUMO energy is -0.3295 hartree. Its spin multiplicity is 1. Its calculated total energy is -4139.5280 a.u. As for the total charge: +2. The HOMO energy is -14.3 eV. The value obtained for the frontier orbital gap is 5.4 eV.

=====

Formula: C24H19Br4N7O6Zr
Source: OMol25
Level of theory: ωB97M-V/def2-TZVPD

Last column: Mulliken charge in e.
Atoms and positions in Å:
Zr 1.022 0.685 -0.679  0.8276
Br 5.908 -0.534 -1.588  -0.1450
C 4.431 -1.231 -2.519  -0.5777
C 4.649 -2.095 -3.613  -0.2915
C 3.606 -2.629 -4.309  -0.0786
Br 3.955 -3.788 -5.764  -0.2289
C 2.267 -2.324 -3.947  0.4851
C 1.108 -2.821 -4.576  -0.6219
C -0.123 -2.454 -4.109  -1.1788
C -0.210 -1.578 -3.015  -0.1325
N 0.847 -1.087 -2.412  0.4068
C 2.075 -1.453 -2.861  0.0825
C 3.160 -0.891 -2.123  1.1466
O 2.857 -0.123 -1.110  -0.5335
H 5.666 -2.331 -3.892  0.4261
H 1.206 -3.491 -5.419  0.3483
H -1.029 -2.822 -4.570  0.4384
H -1.171 -1.269 -2.626  0.2652
O 1.689 4.748 -1.060  -0.6283
C 1.477 3.572 -1.199  0.6108
O 1.821 2.608 -0.380  -0.7131
C 0.656 2.993 -2.387  0.6599
O -0.186 3.624 -2.988  -0.6324
O 0.893 1.715 -2.546  -0.5814
C -0.915 -2.480 2.623  -0.9149
N -1.903 -1.680 1.912  0.3213
C -3.289 -1.726 2.351  -1.1391
C -1.508 -0.960 0.834  -0.0557
N -0.340 -1.015 0.293  0.0237
N -2.487 -0.117 0.315  -0.0382
C -2.371 0.664 -0.820  0.1590
N -3.550 1.201 -1.229  -0.4549
N -1.244 0.875 -1.386  0.0055
H -1.308 -2.726 3.606  0.3457
H 0.004 -1.914 2.772  0.2201
H -0.686 -3.410 2.094  0.3040
H -3.588 -0.813 2.878  0.3451
H -3.404 -2.554 3.044  0.3685
H -3.968 -1.907 1.516  0.3994
H 0.259 -1.702 0.737  0.1460
H -3.274 0.084 0.908  0.2706
H -4.430 0.796 -0.967  0.1959
H -3.540 1.865 -1.984  0.2456
H -1.311 1.393 -2.261  0.1529
Br 2.832 -1.218 3.789  -0.1088
C 1.466 0.075 3.655  -0.1806
C 0.792 0.483 4.820  -0.5364
C -0.208 1.409 4.766  -0.0408
Br -1.075 1.933 6.367  -0.2243
C -0.599 1.971 3.525  0.6381
C -1.581 2.972 3.350  -0.8998
C -1.851 3.443 2.096  -1.2554
C -1.187 2.877 0.993  -0.3914
N -0.294 1.926 1.119  0.5064
C 0.053 1.512 2.364  0.5361
C 1.149 0.581 2.404  0.4749
O 1.745 0.255 1.306  -0.6273
H 1.088 0.055 5.768  0.4434
H -2.089 3.370 4.218  0.3802
H -2.565 4.238 1.936  0.4418
H -1.399 3.219 -0.015  0.5897

The LUMO energy is -0.0181 hartree. Its spin multiplicity is 1. Its calculated total energy is -12104.1698 a.u. As for the total charge: 0. The HOMO energy is -7.9 eV. The energy relative to the best compared isomer or geometry (same formula, charge and spin) is 0.8602 eV. The value obtained for the frontier orbital gap is 7.5 eV.

=====

Formula: C24H19BrN5O6Tc
Source: OMol25
Level of theory: ωB97M-V/def2-TZVPD

Last column: Mulliken charge in e.
Atoms and positions in Å:
Tc 0.072 0.635 -0.473  -0.1134
Br 0.285 2.768 6.595  -0.1704
C -0.111 2.002 4.907  -0.2544
C -1.448 1.951 4.478  -0.5016
C -1.755 1.400 3.268  -0.7018
C -0.751 0.878 2.401  0.3283
O -1.066 0.327 1.302  -0.5132
C 0.619 0.969 2.853  0.1231
C 1.691 0.473 2.074  0.3687
N 1.620 0.184 0.799  0.6385
C 2.686 -0.438 0.146  0.0770
C 4.004 -0.506 0.562  -0.7541
C 4.960 -1.134 -0.239  -1.0616
C 4.620 -1.718 -1.434  -0.8545
C 3.285 -1.683 -1.890  0.8694
C 2.853 -2.246 -3.110  -0.5587
C 1.535 -2.103 -3.478  -1.0948
C 0.658 -1.394 -2.657  -0.0653
N 1.024 -0.845 -1.500  0.5400
C 2.321 -1.014 -1.098  0.5817
C 0.899 1.514 4.117  -0.5944
H -2.220 2.351 5.120  0.4500
H -2.778 1.354 2.928  0.4934
H 2.625 0.306 2.605  0.3049
H 4.322 -0.044 1.484  0.4022
H 5.986 -1.143 0.090  0.4098
H 5.364 -2.201 -2.046  0.4480
H 3.556 -2.766 -3.740  0.4831
H 1.167 -2.513 -4.407  0.4398
H -0.368 -1.239 -2.958  0.5308
H 1.926 1.570 4.447  0.4963
N 0.524 4.764 0.368  -0.3926
C 0.362 3.569 -0.191  0.6991
O -0.127 2.629 0.456  -0.2844
C 0.824 3.331 -1.593  -0.7224
C 1.409 1.920 -1.642  -0.7147
H 0.193 4.924 1.308  0.2542
H 0.875 5.550 -0.155  0.2162
H 1.538 4.091 -1.920  0.4661
H -0.061 3.368 -2.238  0.3012
H 2.412 1.935 -1.205  0.4614
H 1.510 1.596 -2.678  0.3851
O -5.959 -2.236 -3.136  -0.4892
C -5.133 -1.198 -2.903  0.5361
O -5.318 -0.149 -3.437  -0.4465
C -3.997 -1.483 -1.982  0.5579
C -3.768 -2.627 -1.234  -0.6966
N -2.587 -2.469 -0.611  -0.4819
N -2.031 -1.302 -0.897  0.1989
C -2.861 -0.670 -1.710  0.4115
C -2.505 0.726 -2.147  0.1165
O -3.264 1.444 -2.744  -0.6292
O -1.303 1.062 -1.793  -0.3675
H -5.728 -3.054 -2.682  0.2933
H -4.350 -3.517 -1.092  0.3623
H -2.131 -3.111 0.022  0.2183

The LUMO energy (spin up / spin down) is -0.1794 / -0.1735 hartree. Its spin multiplicity is 2. Its calculated total energy is -4305.8474 a.u. As for the total charge: +1. The HOMO energy (spin up / spin down) is -10.6 / -10.8 eV. The energy relative to the best compared isomer or geometry (same formula, charge and spin) is 1.5865 eV. As for the expectation value of S²: 0.77. The value obtained for the frontier orbital gap (spin up / spin down) is 5.7 / 6.1 eV.